(P)
C3H8NOP | ωB97M-V/def2-TZVPD

```
14
C3H8NOP (ωB97M-V/def2-TZVPD)
C -1.31 0.95 -0.73
C -0.10 -1.07 -0.27
C 0.00 0.34 -0.58
N 0.86 1.15 0.78
O 1.11 -1.74 -0.23
P 1.74 0.23 1.62
H -1.27 2.01 -0.50
H -1.74 0.65 -1.70
H -2.04 0.40 0.04
H -0.59 -1.48 -1.11
H -0.59 -1.04 0.67
H 0.69 0.55 -1.30
H 1.20 -2.12 0.62
H 2.03 1.15 2.69
```

Output
Total charge: 0
HOMO-LUMO gap: 8.6030 eV

---

(Q)
C3H8NOP | ωB97M-V/def2-TZVPD

```
14
C3H8NOP (ωB97M-V/def2-TZVPD)
C -0.64 -1.93 -2.25
C 0.39 2.50 1.38
C -0.35 -1.23 0.57
N 0.12 -1.13 -1.77
O -0.12 1.17 1.20
P 0.93 -0.16 1.20
H -0.60 -2.11 -3.30
H -1.28 -2.68 -1.92
H 1.32 2.44 1.70
H -0.32 3.03 1.99
H 0.48 2.91 0.32
H -1.25 -0.58 0.46
H -0.32 -2.27 0.40
H 1.65 0.03 0.00
```

Output
Total charge: 0
HOMO-LUMO gap (alpha / beta): 8.6795 / 7.8406 eV

---

Bottom line: (P), by a margin of 185.0 kJ/mol.

---

(P)
C4H5FS | ωB97M-V/def2-TZVPD

```
11
C4H5FS (ωB97M-V/def2-TZVPD)
C -0.10 -1.59 0.12
C -0.67 -0.37 -0.55
C -0.23 0.97 -0.36
C 0.70 1.59 0.49
H -0.90 -1.95 0.72
H 0.16 -2.37 -0.60
H 0.83 -1.24 0.66
H -1.54 -0.47 -1.19
H 0.65 2.69 0.62
F -0.86 1.87 -1.14
S 1.97 0.87 1.22
```

Output
Total charge: 0
HOMO-LUMO gap: 7.7113 eV

---

(Q)
C4H5FS | ωB97M-V/def2-TZVPD

```
11
C4H5FS (ωB97M-V/def2-TZVPD)
C 0.57 1.49 -0.02
C -0.18 2.45 -0.46
C 0.23 -0.02 -0.44
C -1.23 -0.35 0.12
F -0.63 3.65 -0.61
S -2.38 0.54 -0.95
H 1.56 1.54 0.54
H 0.19 -0.11 -1.59
H 1.18 -0.58 -0.08
H -1.51 -1.37 -0.09
H -1.38 -0.16 1.12
```

Output
Total charge: 0
HOMO-LUMO gap (alpha / beta): 6.8084 / 6.8102 eV

---

Bottom line: (P), by a margin of 326.1 kJ/mol.

---

(P)
C4H3NO | ωB97M-V/def2-TZVPD

```
9
C4H3NO (ωB97M-V/def2-TZVPD)
C -1.21 -0.98 -1.48
C 0.16 0.04 0.19
C -0.69 0.14 -0.81
C 1.01 0.56 1.22
N -1.64 -1.89 -2.04
O 0.83 -0.84 0.94
H -1.02 1.11 -1.15
H 1.99 0.96 0.97
H 0.58 0.89 2.16
```

Output
Total charge: 0
HOMO-LUMO gap: 10.6339 eV

---

(Q)
C4H3NO | ωB97M-V/def2-TZVPD

```
9
C4H3NO (ωB97M-V/def2-TZVPD)
C 0.34 -1.07 -0.02
C -0.54 0.45 0.22
C -2.96 0.02 -0.40
C 0.72 0.11 -0.32
N -1.82 0.22 -0.26
O 1.78 0.87 -0.54
H 0.57 -2.02 0.49
H -0.66 1.09 1.16
H 2.58 0.33 -0.33
```

Output
Total charge: 0
HOMO-LUMO gap: 9.6851 eV

---

(R)
C4H3NO | ωB97M-V/def2-TZVPD

```
9
C4H3NO (ωB97M-V/def2-TZVPD)
C -0.04 0.33 0.15
C -0.25 1.51 -0.38
C -0.41 -0.84 -0.58
C -1.37 0.32 -2.04
N 0.02 -1.96 -0.14
O -1.12 1.39 -1.56
H 0.55 0.41 1.05
H -0.12 2.53 -0.30
H -0.12 -2.83 -0.64
```

Output
Total charge: 0
HOMO-LUMO gap: 7.6167 eV

---

Bottom line: (P), by a margin of 247.3 kJ/mol.

---

(P)
C4H3NO | ωB97M-V/def2-TZVPD

```
9
C4H3NO (ωB97M-V/def2-TZVPD)
C 0.06 0.45 0.80
C -1.22 -0.26 1.08
C 0.46 0.06 -0.41
C 0.12 -0.76 -1.55
N 1.17 0.08 -1.57
O -1.76 -0.87 0.17
H 0.67 1.18 1.40
H -1.55 -0.04 2.08
H 2.06 0.16 -1.99
```

Output
Total charge: 0
HOMO-LUMO gap: 9.3890 eV

---

(Q)
C4H3NO | ωB97M-V/def2-TZVPD

```
9
C4H3NO (ωB97M-V/def2-TZVPD)
C -1.35 -0.57 -0.64
C 1.67 -0.37 -0.22
C -0.20 -0.28 0.31
C -1.07 0.87 0.28
N -2.23 0.22 -0.09
O 2.36 0.58 -0.13
H 1.89 -1.36 -0.61
H -0.22 -0.96 1.14
H -0.84 1.87 -0.04
```

Output
Total charge: 0
HOMO-LUMO gap (alpha / beta): 9.3108 / 9.3102 eV

---

Bottom line: (P), by a margin of 66.4 kJ/mol.

---

(P)
C8H15N2 | ωB97M-V/def2-TZVPD

```
25
C8H15N2 (ωB97M-V/def2-TZVPD)
C -2.60 1.27 0.91
C -1.23 1.89 0.72
C -1.53 0.47 0.25
C -0.43 1.84 1.86
C -0.74 -0.48 1.10
C 0.62 -1.44 -2.24
C 2.36 -0.54 -0.73
C 0.87 -0.70 -1.04
N -0.02 0.54 1.98
N 0.20 -1.28 0.25
H -2.78 1.14 1.94
H -3.37 1.61 0.21
H -1.17 2.72 0.00
H -1.64 0.10 -0.78
H -0.15 2.48 2.62
H 0.95 -2.42 -1.99
H -0.34 -1.39 -2.71
H 1.36 -1.32 -3.06
H 2.32 0.22 0.08
H 2.90 -0.18 -1.57
H 2.71 -1.49 -0.42
H 0.63 0.40 -0.95
H 0.49 0.40 2.79
H 0.83 -1.75 0.94
H -0.25 -2.10 -0.17
```

Output
Total charge: +1
HOMO-LUMO gap (alpha / beta): 7.7909 / 7.7889 eV

---

(Q)
C8H15N2 | ωB97M-V/def2-TZVPD

```
25
C8H15N2 (ωB97M-V/def2-TZVPD)
C -2.65 0.88 -1.13
C -1.73 -1.48 -1.37
C -0.15 -1.55 -1.37
C 0.57 0.53 -0.35
C 0.22 1.35 0.70
C 0.04 0.80 2.16
C 0.13 2.87 0.54
C 1.90 -1.45 -0.01
N -2.19 -0.16 -1.35
N 0.51 -0.91 -0.22
H -2.14 -2.07 -2.28
H -2.18 -1.97 -0.49
H 0.09 -2.55 -1.36
H 0.17 -0.95 -2.30
H 0.57 0.92 -1.26
H 0.92 0.22 2.44
H -0.78 0.05 2.29
H -0.13 1.58 2.99
H 0.73 3.35 1.31
H -0.78 3.22 0.82
H 0.24 3.15 -0.53
H 2.59 -1.42 -0.87
H 2.41 -0.84 0.84
H 1.68 -2.52 0.20
H -0.06 -1.05 0.59
```

Output
Total charge: +1
HOMO-LUMO gap: 10.6767 eV

---

Bottom line: (Q), by a margin of 89.8 kJ/mol.

---

(P)
C8H12O | ωB97M-V/def2-TZVPD

```
21
C8H12O (ωB97M-V/def2-TZVPD)
C -2.15 0.16 -0.07
C -0.97 -0.43 -0.06
C 1.73 -0.46 0.18
C 0.44 0.17 -0.24
C -3.38 0.66 -0.07
C -1.07 -1.99 -0.03
C 2.96 0.19 0.62
C 0.23 1.72 -0.42
O 1.27 -0.50 -1.21
H 1.59 -1.56 0.68
H -4.02 0.94 0.82
H -3.78 0.60 -1.11
H -2.09 -2.12 0.04
H -0.44 -2.20 0.77
H -0.80 -2.39 -1.01
H 2.73 0.58 1.57
H 3.33 1.00 0.05
H 3.78 -0.60 0.77
H -0.46 2.08 0.31
H -0.12 1.92 -1.47
H 1.21 2.23 -0.16
```

Output
Total charge: 0
HOMO-LUMO gap: 10.0434 eV

---

(Q)
C8H12O | ωB97M-V/def2-TZVPD

```
21
C8H12O (ωB97M-V/def2-TZVPD)
C 0.65 -0.31 0.26
C 0.41 -0.70 1.72
C 0.80 -1.53 -0.65
C -0.14 1.78 -1.24
C -0.43 0.66 -0.29
C 1.89 0.58 0.16
C -2.86 -0.14 0.16
C -1.64 0.24 -0.07
O 2.46 1.08 1.10
H 2.32 0.62 -0.85
H -0.52 -1.26 1.81
H 0.35 0.19 2.34
H 1.24 -1.31 2.07
H -0.11 -2.12 -0.61
H 1.64 -2.14 -0.32
H 0.97 -1.24 -1.68
H 0.44 1.46 -2.10
H 0.42 2.56 -0.72
H -1.07 2.21 -1.61
H -3.35 -0.89 -0.45
H -3.45 0.27 0.96
```

Output
Total charge: 0
HOMO-LUMO gap: 10.1216 eV

---

Bottom line: (Q), by a margin of 180.5 kJ/mol.

---

(P)
C8H12O | ωB97M-V/def2-TZVPD

```
21
C8H12O (ωB97M-V/def2-TZVPD)
C -0.09 1.33 -0.27
C 0.63 -1.18 1.03
C 0.09 0.67 -1.59
C 0.34 2.75 -0.14
C 0.89 -2.37 0.18
C -0.83 0.78 0.81
C -1.32 -0.63 0.59
C -2.17 -1.50 0.46
O -1.07 1.32 1.89
H 0.30 -1.34 2.05
H 1.36 -0.38 0.95
H -0.38 -0.31 -1.64
H 1.15 0.56 -1.83
H -0.34 1.29 -2.39
H 1.29 2.92 -0.66
H -0.39 3.43 -0.60
H 0.43 3.03 0.91
H 1.84 -2.83 0.50
H 0.10 -3.12 0.26
H 1.01 -2.10 -0.87
H -2.82 -2.34 0.36
```

Output
Total charge: 0
HOMO-LUMO gap (alpha / beta): 7.9284 / 6.6131 eV

---

(Q)
C8H12O | ωB97M-V/def2-TZVPD

```
21
C8H12O (ωB97M-V/def2-TZVPD)
C -1.44 2.57 -0.41
C -0.66 1.85 0.29
C -3.51 -0.90 -0.67
C -0.05 0.86 0.92
C 2.17 0.06 0.31
C 0.14 -0.29 -1.27
C 0.41 -1.69 0.94
C 0.62 -0.34 0.23
O -2.91 -1.74 -0.19
H -1.28 3.63 -0.64
H -0.10 0.66 2.02
H -2.41 2.16 -0.78
H 2.31 1.09 0.52
H 2.65 -0.13 -0.67
H 2.63 -0.63 1.04
H 0.79 -1.05 -1.77
H -0.90 -0.52 -1.41
H 0.39 0.53 -1.78
H -0.51 -2.21 0.79
H 0.47 -1.60 2.00
H 1.19 -2.30 0.53
```

Output
Total charge: 0
HOMO-LUMO gap: 9.8505 eV

---

Bottom line: (Q), by a margin of 261.3 kJ/mol.

---

(P)
C2H3N3O3 | ωB97M-V/def2-TZVPD

```
11
C2H3N3O3 (ωB97M-V/def2-TZVPD)
C 0.52 -0.41 0.16
C -1.90 0.31 -0.29
H 2.20 1.07 0.22
H -1.29 2.15 0.34
H -2.91 0.64 -0.62
N 1.67 -0.72 -0.20
N -0.96 1.32 -0.25
N -1.78 -0.95 -0.09
O 2.54 0.34 -0.29
O 0.14 0.87 0.63
O -0.46 -1.31 0.24
```

Output
Total charge: 0
HOMO-LUMO gap: 9.9576 eV

---

(Q)
C2H3N3O3 | ωB97M-V/def2-TZVPD

```
11
C2H3N3O3 (ωB97M-V/def2-TZVPD)
C 0.23 -0.69 -0.29
C 0.02 1.71 0.85
H -1.57 -2.93 -1.44
H 1.81 1.71 -0.12
H -0.13 2.88 0.98
N 0.06 -1.68 -1.09
N 0.91 1.31 -0.17
N -0.71 0.78 1.34
O -1.22 -2.36 -0.64
O 1.40 -0.21 -0.09
O -0.81 -0.52 0.67
```

Output
Total charge: 0
HOMO-LUMO gap: 9.6163 eV

---

Bottom line: (P), by a margin of 151.4 kJ/mol.

---

(P)
C2H3N3O3 | ωB97M-V/def2-TZVPD

```
11
C2H3N3O3 (ωB97M-V/def2-TZVPD)
C -1.39 -0.19 0.08
C 0.49 0.77 -0.28
H 2.51 -0.76 0.78
H -1.34 1.77 -0.18
H 0.91 2.40 0.74
N 0.78 -0.58 -0.45
N -0.77 0.95 -0.10
N 1.38 1.58 0.21
O 2.11 -1.07 -0.10
O -0.23 -1.18 0.43
O -2.68 -0.33 -0.05
```

Output
Total charge: 0
HOMO-LUMO gap: 10.2078 eV

---

(Q)
C2H3N3O3 | ωB97M-V/def2-TZVPD

```
11
C2H3N3O3 (ωB97M-V/def2-TZVPD)
C -0.94 -0.59 0.58
C 0.02 0.81 -0.73
H 2.91 0.19 -0.56
H 1.93 1.15 0.35
H -1.40 -1.86 1.84
N 1.95 0.28 0.05
N 0.81 -0.31 -0.45
N -1.05 0.63 0.11
O 0.24 -1.08 0.60
O -1.82 -1.18 1.15
O 0.35 1.63 -1.58
```

Output
Total charge: 0
HOMO-LUMO gap: 10.1432 eV

---

Bottom line: (Q), by a margin of 117.1 kJ/mol.

---

(P)
C4H8NS | ωB97M-V/def2-TZVPD

```
14
C4H8NS (ωB97M-V/def2-TZVPD)
C -1.11 1.33 -2.61
C -0.56 0.14 -2.34
C 0.01 -0.38 -1.16
C 0.87 -0.41 1.52
N 0.58 -0.48 2.94
S -0.08 0.41 0.34
H -1.76 1.55 -3.39
H -0.90 2.28 -2.02
H -0.72 -0.71 -3.16
H 0.42 -1.29 -1.24
H 1.62 -1.07 1.32
H -0.26 -1.14 3.06
H 0.47 0.53 3.25
H 1.42 -0.75 3.49
```

Output
Total charge: +1
HOMO-LUMO gap (alpha / beta): 7.6041 / 6.7525 eV

---

(Q)
C4H8NS | ωB97M-V/def2-TZVPD

```
14
C4H8NS (ωB97M-V/def2-TZVPD)
C 1.03 1.01 0.04
C -0.94 -0.15 -0.34
C -0.64 0.27 -1.69
C 0.58 -0.72 1.57
N 0.29 0.08 0.45
S 0.49 1.67 -1.59
H 1.80 1.49 0.62
H -1.63 0.50 0.20
H -1.18 -1.19 -0.21
H -0.29 -0.55 -2.23
H -1.53 0.43 -2.36
H -0.32 -1.45 1.77
H 0.86 -0.07 2.43
H 1.48 -1.32 1.33
```

Output
Total charge: +1
HOMO-LUMO gap: 9.6231 eV

---

(R)
C4H8NS | ωB97M-V/def2-TZVPD

```
14
C4H8NS (ωB97M-V/def2-TZVPD)
C -0.54 2.30 -1.11
C -0.58 1.29 -1.88
C -0.16 -0.45 1.43
C 1.12 -0.50 -0.43
N 0.10 -1.40 0.39
S 1.15 0.73 0.88
H -1.04 3.26 -1.20
H 0.32 2.21 -0.29
H -0.74 0.34 -2.20
H -1.09 0.17 1.35
H -0.11 -0.97 2.37
H 2.13 -0.82 -0.47
H 0.31 -2.35 0.65
H -0.66 -1.40 -0.25
```

Output
Total charge: +1
HOMO-LUMO gap (alpha / beta): 6.9530 / 8.0201 eV

---

Bottom line: (Q), by a margin of 319.4 kJ/mol.

---

(P)
C4H8NS | ωB97M-V/def2-TZVPD

```
14
C4H8NS (ωB97M-V/def2-TZVPD)
C 0.09 -1.09 0.09
C 1.54 -1.25 -0.06
C 0.60 1.13 -0.03
C -1.74 0.48 0.23
N -0.36 0.12 0.11
S 2.23 0.45 0.00
H -0.58 -1.93 0.19
H 1.78 -1.74 -1.01
H 1.98 -1.86 0.74
H 0.29 1.93 -1.55
H 0.45 2.02 0.56
H -2.35 -0.38 0.50
H -1.86 1.26 0.98
H -2.10 0.89 -0.73
```

Output
Total charge: +1
HOMO-LUMO gap: 7.9010 eV

---

(Q)
C4H8NS | ωB97M-V/def2-TZVPD

```
14
C4H8NS (ωB97M-V/def2-TZVPD)
C -0.87 0.55 0.01
C -2.21 1.08 0.08
C 0.43 0.88 -0.02
C 1.11 -1.49 0.12
N 1.51 -0.09 -0.20
S -2.83 -0.69 -0.05
H -2.52 1.68 -0.77
H -2.52 1.53 1.02
H 0.73 1.92 0.02
H 0.12 -1.67 -0.30
H 1.82 -2.19 -0.31
H 1.07 -1.63 1.19
H 1.83 -0.05 -1.18
H 2.32 0.17 0.38
```

Output
Total charge: +1
HOMO-LUMO gap: 7.6803 eV

---

Bottom line: (P), by a margin of 79.4 kJ/mol.

---

(P)
C4H8NS | ωB97M-V/def2-TZVPD

```
14
C4H8NS (ωB97M-V/def2-TZVPD)
C -0.20 1.03 -0.23
C -1.66 1.20 -0.27
C -0.30 -1.14 0.47
C 1.85 -0.41 -0.09
N 0.40 -0.05 0.01
S -2.50 -0.36 0.07
H 0.50 1.83 -0.40
H -2.10 1.56 -1.28
H -1.99 1.73 0.64
H -0.36 -2.08 -0.05
H -0.20 -1.48 1.43
H 1.71 -1.46 0.02
H 2.27 -0.10 -1.00
H 2.57 -0.28 0.69
```

Output
Total charge: +1
HOMO-LUMO gap: 8.2178 eV

---

(Q)
C4H8NS | ωB97M-V/def2-TZVPD

```
14
C4H8NS (ωB97M-V/def2-TZVPD)
C -2.74 -0.91 -0.75
C -2.63 0.34 -0.97
C 1.22 -0.72 -0.40
C 0.71 1.78 0.76
N -1.65 -0.31 0.00
S 1.39 1.05 -0.53
H -3.14 -1.94 -0.75
H -2.91 1.45 -1.05
H 1.38 -1.19 -1.30
H 0.19 -0.83 0.20
H 1.87 -1.23 0.29
H 0.68 2.84 0.81
H 0.20 1.20 1.54
H -1.73 -0.24 1.13
```

Output
Total charge: +1
HOMO-LUMO gap: 5.7552 eV

---

Bottom line: (P), by a margin of 290.9 kJ/mol.

---

(P)
C2H5N3 | ωB97M-V/def2-TZVPD

```
10
C2H5N3 (ωB97M-V/def2-TZVPD)
C 0.91 0.27 -0.15
C -1.39 0.11 0.07
H 2.12 -1.07 0.32
H 1.79 1.01 0.26
H -0.18 1.94 0.15
H -2.22 0.75 0.30
H -0.64 -1.64 -0.30
N 1.16 -1.06 -0.10
N -0.16 0.83 -0.37
N -1.39 -1.15 -0.18
```

Output
Total charge: 0
HOMO-LUMO gap: 9.4275 eV

---

(Q)
C2H5N3 | ωB97M-V/def2-TZVPD

```
10
C2H5N3 (ωB97M-V/def2-TZVPD)
C 0.45 1.76 -0.70
C 0.20 -1.48 0.28
N -0.29 1.19 0.16
N -1.01 -1.08 0.96
N -0.09 0.11 0.80
H 0.17 2.79 -0.93
H 1.32 1.21 -1.08
H 0.81 -1.91 1.02
H 0.26 -1.47 -0.82
H -1.80 -1.11 0.31
```

Output
Total charge: 0
HOMO-LUMO gap: 9.1923 eV

---

(R)
C2H5N3 | ωB97M-V/def2-TZVPD

```
10
C2H5N3 (ωB97M-V/def2-TZVPD)
C 0.23 0.46 0.18
C 0.02 0.16 -1.28
N -0.04 0.28 2.89
N 0.00 1.58 0.64
N -0.40 1.35 2.52
H 0.52 -0.27 0.96
H -1.10 -0.06 -1.59
H 0.60 -0.68 -1.51
H 0.26 1.04 -1.91
H -0.14 0.06 3.95
```

Output
Total charge: 0
HOMO-LUMO gap (alpha / beta): 8.9613 / 8.9652 eV

---

Bottom line: (P), by a margin of 58.0 kJ/mol.

---

(P)
C2H5N4 | ωB97M-V/def2-TZVPD

```
11
C2H5N4 (ωB97M-V/def2-TZVPD)
C -0.60 -0.82 -0.76
C -0.66 -0.54 0.74
N 0.54 1.08 -1.09
N 0.33 0.25 1.10
N 1.11 0.87 0.14
N -0.18 0.36 -1.62
H 0.32 -1.29 -0.95
H -1.56 -1.21 -1.20
H -1.53 -0.83 1.24
H 0.58 0.47 2.00
H 1.64 1.67 0.41
```

Output
Total charge: +1
HOMO-LUMO gap (alpha / beta): 9.0637 / 9.0645 eV

---

(Q)
C2H5N4 | ωB97M-V/def2-TZVPD

```
11
C2H5N4 (ωB97M-V/def2-TZVPD)
C -0.09 0.26 0.15
C -1.34 -0.36 -0.23
N 0.37 1.10 0.89
N 2.12 -0.13 -0.25
N 2.46 0.73 0.46
N 0.95 -0.45 -0.50
H 0.01 1.83 1.61
H -2.31 0.07 0.18
H -1.29 -1.48 -0.08
H -1.59 -0.22 -1.29
H 0.70 -1.36 -0.93
```

Output
Total charge: +1
HOMO-LUMO gap (alpha / beta): 10.5722 / 10.5728 eV

---

(R)
C2H5N4 | ωB97M-V/def2-TZVPD

```
11
C2H5N4 (ωB97M-V/def2-TZVPD)
C 1.71 0.25 0.04
C 0.45 0.70 0.00
N 2.74 -0.28 -0.14
N -0.41 -1.48 0.00
N -0.56 -0.25 -0.03
N -1.80 0.20 -0.10
H 3.58 -0.58 0.31
H 0.23 1.75 -0.02
H 0.54 -1.82 0.07
H -2.53 -0.49 -0.17
H -1.99 1.19 -0.17
```

Output
Total charge: +1
HOMO-LUMO gap: 9.4590 eV

---

Bottom line: (Q), by a margin of 6.1 kJ/mol.